[1]
Density functional theory data (the ωB97M-V functional and the def2-TZVPD basis) for a structure of composition C20H28F6GeN2ORhTe.

XYZ file:
```
60
Properties=species:S:1:pos:R:3:forces:R:3
Rh 0.929 0.467 0.207 0.1 -0.1 0.0
C 0.095 4.899 0.720 0.0 0.0 0.0
Ge 0.423 3.376 1.912 0.0 0.0 0.1
C 1.439 4.111 3.439 0.0 0.0 0.0
C -1.274 2.693 2.608 0.0 0.0 0.0
C 1.456 1.914 1.140 -0.1 0.0 -0.1
H -0.423 5.682 1.278 0.0 0.0 0.0
H -0.516 4.610 -0.134 0.0 0.0 0.0
H 1.041 5.302 0.355 0.0 0.0 0.0
H 0.881 4.915 3.924 0.0 0.0 0.0
H 2.397 4.512 3.102 0.0 0.0 0.0
H 1.640 3.334 4.179 0.0 0.0 0.0
H -1.833 3.476 3.126 0.0 0.0 0.0
H -1.085 1.872 3.301 0.0 0.0 0.0
H -1.867 2.312 1.779 0.0 0.0 0.0
H 2.441 1.772 1.603 0.0 0.0 0.0
C -4.856 -3.052 -2.896 0.0 0.0 0.0
C -3.916 -1.935 -2.527 0.0 0.0 0.0
C -2.619 -1.893 -3.013 0.0 0.0 0.0
C -1.735 -0.869 -2.677 0.0 0.0 0.0
C -0.335 -0.929 -3.223 0.0 0.0 0.0
C -2.156 0.158 -1.818 0.0 0.0 0.0
Te -0.807 1.718 -1.261 0.0 0.1 0.0
C -3.475 0.134 -1.331 0.0 0.0 0.0
C -3.997 1.196 -0.402 0.0 0.0 0.0
C -4.327 -0.907 -1.689 0.0 0.0 0.0
H -4.350 -3.807 -3.498 0.0 0.0 0.0
H -5.707 -2.680 -3.472 0.0 0.0 0.0
H -5.256 -3.544 -2.006 0.0 0.0 0.0
H -2.274 -2.687 -3.668 0.0 0.0 0.0
H -0.243 -1.736 -3.952 0.0 0.0 0.0
H 0.390 -1.102 -2.425 0.0 0.0 0.0
H -0.053 0.015 -3.690 0.0 0.0 0.0
H -3.380 1.267 0.494 0.0 0.0 0.0
H -5.026 0.979 -0.110 0.0 0.0 0.0
H -3.964 2.181 -0.872 0.0 0.0 0.0
H -5.339 -0.916 -1.294 0.0 0.0 0.0
N 0.792 -2.300 1.241 0.1 0.1 0.0
C 0.119 -3.364 1.687 0.0 0.0 0.0
C -1.171 -3.266 1.198 0.0 0.0 0.0
C -1.181 -2.076 0.458 0.0 0.0 0.0
N 0.019 -1.505 0.492 -0.1 0.0 0.0
H 1.746 -1.906 1.392 0.0 -0.1 -0.1
H 0.592 -4.105 2.307 0.0 0.0 0.0
H -1.984 -3.954 1.349 0.0 0.0 0.0
H -1.986 -1.617 -0.091 0.0 0.0 0.0
C 4.828 -1.669 1.326 0.0 0.0 0.0
C 3.921 -0.828 0.411 0.0 0.0 0.0
O 2.723 -0.599 1.008 0.0 0.0 0.1
C 4.671 0.497 0.113 0.0 0.0 0.0
F 4.802 1.213 1.245 0.0 0.0 0.0
F 4.064 1.272 -0.785 0.0 0.0 0.0
F 5.932 0.286 -0.343 0.0 0.0 0.0
C 3.730 -1.614 -0.913 0.0 0.0 0.0
F 2.945 -0.993 -1.797 0.0 0.0 0.0
F 4.892 -1.895 -1.547 0.0 0.0 0.0
F 3.150 -2.806 -0.647 0.0 0.0 0.0
H 4.986 -1.108 2.245 0.0 0.0 0.0
H 5.789 -1.910 0.873 0.0 0.0 0.0
H 4.303 -2.591 1.571 0.0 0.0 0.0
```
Forces are in eV/Å.

The spin multiplicity is 1. For the HOMO-LUMO gap, the calculation gives 6.401 eV. For the total energy, the calculation gives -4018.3963 Eh. Its total charge is -1.

---

[2]
Density functional theory data (the ωB97M-V functional and the def2-TZVPD basis) for a cluster of 2 separate species, C10H21N2Si in total in a non-equilibrium geometry.

XYZ file:
```
34
Properties=species:S:1:pos:R:3:forces:R:3
C -1.142 -0.149 0.399 -0.9 -1.9 0.7
C -0.592 0.556 1.680 -1.3 0.7 -1.8
C -0.730 -0.571 2.791 2.7 0.6 -1.8
C -1.724 -1.590 2.298 -0.4 -2.5 0.6
C -2.242 -1.165 0.941 -1.5 1.3 -0.8
C 3.024 3.892 -0.624 -0.8 2.0 1.6
C -3.090 -3.387 -0.077 -2.8 0.3 2.2
C 2.871 2.433 -0.644 0.5 -1.8 1.5
C 2.696 1.817 -2.025 -2.3 0.1 0.5
C 2.302 0.423 -2.175 -1.2 -0.3 1.1
N -2.393 -2.111 -0.159 0.6 -0.8 -0.9
N -0.754 -0.315 -0.814 1.1 1.9 1.1
Si -1.398 -1.739 -1.582 -1.1 -0.5 2.4
H 0.348 1.012 1.384 0.8 -0.6 0.7
H -1.184 1.496 1.778 -0.2 -0.8 0.5
H 0.324 -1.000 2.810 -1.4 0.3 0.5
H -1.033 -0.276 3.761 0.2 0.9 0.8
H -1.239 -2.572 2.140 0.0 0.3 0.2
H -2.476 -1.798 3.133 0.5 0.4 -1.5
H -3.224 -0.600 1.175 1.2 -0.5 -0.8
H 3.597 4.277 -1.405 2.2 0.7 -0.7
H 2.140 4.390 -0.919 -2.0 0.0 -0.5
H 3.075 4.435 0.388 1.0 -1.3 -1.3
H -4.223 -3.363 -0.276 1.1 0.8 0.6
H -2.891 -4.083 -0.847 1.4 -0.7 -0.7
H -3.017 -3.877 0.954 0.3 0.5 -1.4
H 3.677 1.881 -0.164 0.8 0.3 -0.1
H 2.123 2.224 0.093 -1.3 -0.6 -0.2
H 1.844 2.488 -2.491 1.3 -1.4 -0.2
H 3.601 1.916 -2.579 0.7 0.6 -1.2
H 2.276 -0.174 -3.112 0.3 0.9 0.3
H 1.929 -0.191 -1.311 0.4 0.7 -0.6
H -0.206 -2.621 -1.768 -0.2 0.1 -0.3
H -2.271 -1.657 -2.755 0.3 0.2 -0.4
```
Forces are in eV/Å.

The spin multiplicity is 1. For the HOMO-LUMO gap, the calculation gives 3.927 eV. For the total energy, the calculation gives -792.2216 Eh. Its total charge is +1.

---

[3]
Density functional theory data (the ωB97M-V functional and the def2-TZVPD basis) for a cluster of 6 separate species, C21H59N7O6 in total in a non-equilibrium geometry.

XYZ file:
```
93
Properties=species:S:1:pos:R:3:forces:R:3
C 18.004 3.377 -4.631 -1.3 -0.3 -0.4
O 17.511 4.464 -4.306 0.5 -0.4 -0.2
N 19.128 3.237 -5.375 0.6 0.2 -0.3
N 17.383 2.179 -4.360 0.8 1.4 0.2
H 19.479 2.336 -5.651 -0.3 -0.2 0.1
H 19.646 4.021 -5.724 0.0 0.3 0.5
H 16.456 2.273 -3.940 0.5 -0.7 -0.1
H 18.010 1.391 -4.464 -0.9 -0.5 0.0
C 22.055 4.341 -7.402 0.2 -0.4 0.1
C 22.194 5.316 -6.237 1.4 -0.6 0.6
C 21.388 6.595 -6.410 0.2 0.5 0.0
O 21.741 7.095 -7.689 -0.1 -0.4 -0.3
C 20.785 7.867 -8.378 0.2 0.1 0.2
N 21.987 4.630 -4.928 -0.2 0.6 -0.1
H 22.431 4.776 -8.326 -0.5 0.3 -0.1
H 21.040 3.947 -7.497 -0.1 0.3 -0.3
H 22.689 3.454 -7.292 0.0 0.1 0.5
H 23.253 5.596 -6.169 0.0 0.5 -0.8
H 21.697 7.401 -5.729 -0.1 -0.5 0.5
H 20.314 6.454 -6.244 -0.1 -0.2 -0.3
H 21.365 8.448 -9.096 -0.2 0.0 -0.1
H 20.255 8.552 -7.709 0.0 0.0 0.0
H 20.055 7.244 -8.906 0.0 0.0 0.1
H 22.738 3.949 -4.838 -0.2 -0.2 -0.2
H 22.265 5.322 -4.232 -0.5 0.0 0.2
C 21.335 0.028 -6.040 1.2 -1.0 -0.4
C 20.244 -0.665 -5.271 -1.4 0.5 0.4
C 20.294 -0.431 -3.747 1.3 0.4 -1.6
O 19.221 -1.127 -3.218 -0.8 -0.4 0.3
C 19.054 -1.095 -1.809 0.7 0.6 -0.4
N 18.936 -0.089 -5.656 -0.4 -0.5 -0.5
H 22.280 -0.497 -5.850 0.1 0.4 0.4
H 21.457 1.094 -5.855 -0.2 0.0 0.2
H 21.268 -0.124 -7.122 -0.6 0.2 0.0
H 20.205 -1.748 -5.431 0.5 0.0 -0.1
H 20.270 0.663 -3.648 -0.4 0.0 0.5
H 21.302 -0.732 -3.426 -0.2 -0.4 0.6
H 18.934 -0.061 -1.474 0.2 0.1 0.1
H 19.955 -1.538 -1.377 -0.2 0.0 0.5
H 18.146 -1.621 -1.530 0.1 -0.3 -0.2
H 18.784 -0.126 -6.662 0.3 0.1 0.0
H 18.223 -0.730 -5.312 0.0 0.3 0.3
C 18.021 5.355 -0.901 -0.2 0.0 1.3
C 19.480 4.978 -1.087 -0.9 0.5 -0.7
C 19.689 3.500 -0.806 0.3 -0.4 0.6
O 21.096 3.278 -0.846 0.1 0.1 -0.2
C 21.508 2.016 -0.411 -0.2 -0.6 0.2
N 19.853 5.338 -2.479 0.6 -0.9 1.1
H 17.816 6.426 -0.914 0.3 0.1 -0.6
H 17.722 5.111 0.129 -0.2 -0.4 -0.2
H 17.399 4.830 -1.626 -0.1 0.1 0.0
H 20.109 5.535 -0.389 0.0 0.0 -0.1
H 19.119 2.859 -1.496 0.3 0.1 -0.4
H 19.346 3.166 0.185 -0.1 0.5 0.1
H 22.475 2.046 0.092 0.0 0.4 -0.1
H 21.600 1.298 -1.229 -0.1 0.0 -0.3
H 20.793 1.588 0.301 0.0 0.0 0.1
H 20.812 4.992 -2.499 -0.1 0.2 -0.7
H 19.306 4.705 -3.073 0.3 0.5 0.0
C 16.317 9.210 -5.190 -0.5 0.8 -1.6
C 16.907 7.841 -5.477 -1.2 -0.9 1.6
C 17.475 7.699 -6.876 -1.1 0.2 -0.1
O 16.375 7.640 -7.783 -0.5 0.7 0.1
C 16.788 7.683 -9.124 0.6 -0.8 0.3
N 17.876 7.511 -4.427 0.7 -0.9 -0.4
H 15.479 9.398 -5.876 0.0 -0.2 0.1
H 17.015 10.008 -5.468 0.2 -0.1 0.5
H 15.907 9.377 -4.198 0.4 -0.3 0.2
H 16.080 7.122 -5.355 0.0 0.0 -0.6
H 17.996 6.760 -7.080 0.7 0.2 0.6
H 18.059 8.617 -7.022 0.4 -0.3 -0.5
H 17.258 6.719 -9.385 0.2 0.2 0.0
H 17.534 8.475 -9.250 -0.2 0.1 -0.4
H 15.940 7.764 -9.801 -0.1 0.4 0.2
H 18.190 6.555 -4.627 0.3 0.3 -0.1
H 17.361 7.274 -3.582 -0.1 0.6 0.1
C 12.635 2.475 -5.741 0.6 0.1 1.2
C 13.775 1.455 -5.794 -0.2 -0.5 -1.0
C 14.123 0.894 -4.433 0.6 0.0 0.1
O 14.676 1.937 -3.630 -1.4 -0.2 0.4
C 14.769 1.580 -2.267 1.3 0.9 0.5
N 13.437 0.349 -6.723 0.2 -0.2 0.8
H 12.733 3.023 -4.797 0.1 0.5 -0.4
H 11.655 2.006 -5.634 0.1 -0.3 -0.4
H 12.675 3.127 -6.610 -0.2 0.2 0.1
H 14.707 1.861 -6.198 -0.2 0.5 0.1
H 14.926 0.149 -4.497 -0.4 -0.4 -0.3
H 13.232 0.454 -3.968 0.0 0.0 0.2
H 15.507 0.784 -2.114 -0.2 -0.3 -0.1
H 13.861 1.363 -1.702 -0.4 -0.2 -0.6
H 15.211 2.461 -1.795 -0.1 0.0 0.1
H 12.619 -0.112 -6.333 0.0 -0.1 -0.3
H 13.152 0.745 -7.609 0.0 0.0 0.0
```
Forces are in eV/Å.

The spin multiplicity is 1. For the HOMO-LUMO gap, the calculation gives 8.928 eV. For the total energy, the calculation gives -1670.1570 Eh. Its SMILES is COC[C@H](C)N.COC[C@H](C)N.COC[C@H](C)N.COC[C@H](C)N.COC[C@H](C)N.NC(N)=O.